No. 1
Below is a 2-piece molecular cluster, C3H9NO overall, with properties calculated with ωB97M-V with the def2-TZVPD basis set.

Positions of all 14 atoms, in Å:
C  -0.04  -0.90  1.44
C  -0.28  -0.35  -0.86
C  0.58  0.93  -0.77
H  0.59  -1.88  1.26
H  -0.67  -1.19  2.33
H  0.62  -0.08  1.85
H  -1.75  -1.20  0.22
H  0.44  -1.12  -1.10
H  -0.99  -0.28  -1.72
H  0.99  1.05  -1.88
H  1.40  0.63  0.00
H  0.39  2.92  -0.90
N  -0.99  -0.54  0.34
O  -0.31  2.00  -0.22

The total energy is -6791.107 eV. The HOMO energy is -8.81 eV. Its energy above the lowest of the compared OMol25 structures with the same formula, charge and spin is 3.949 eV. As for the LUMO energy: 0.5 eV. As for the charge: 0.

No. 2
Below is a 2-piece molecular cluster, C3H9NO overall, with properties calculated with ωB97M-V with the def2-TZVPD basis set.

Positions of all 14 atoms, in Å:
C  -0.20  -1.38  -1.42
C  -0.84  -0.15  -0.86
C  0.04  0.72  -0.46
N  -0.18  1.78  0.34
H  -0.52  -2.22  -0.73
H  -0.57  -1.68  -2.41
H  0.90  -1.38  -1.45
H  -1.88  -0.13  -0.81
H  1.08  0.56  -0.68
H  0.51  2.35  0.56
H  -1.09  2.24  0.54
O  1.12  -0.42  2.16
H  0.53  0.38  2.16
H  1.11  -0.67  3.06

The total energy is -6793.317 eV. The HOMO energy is -7.71 eV. Its SMILES is C/C=C/N.O. Its energy above the lowest of the compared OMol25 structures with the same formula, charge and spin is 1.739 eV. As for the LUMO energy: 0.9 eV. As for the charge: 0.

No. 3
Below is a 2-piece molecular cluster, C3H9NO overall, with properties calculated with ωB97M-V with the def2-TZVPD basis set.

Positions of all 14 atoms, in Å:
C  2.33  0.26  0.09
O  2.79  -0.91  0.26
H  1.73  0.80  0.93
H  2.67  0.81  -0.82
C  -2.29  -0.87  -0.35
N  -1.30  -0.05  0.37
C  -1.01  1.32  -0.24
H  -2.45  -0.39  -1.31
H  -3.21  -1.14  0.18
H  -1.90  -1.88  -0.71
H  -1.60  -0.02  1.37
H  -1.68  2.11  -0.68
H  -0.46  2.02  0.49
H  -0.50  1.06  -1.14

The total energy is -6791.911 eV. The HOMO energy is -8.94 eV. Its SMILES is C=O.CNC. Its energy above the lowest of the compared OMol25 structures with the same formula, charge and spin is 3.145 eV. As for the LUMO energy: 0.8 eV. As for the charge: 0.

No. 4
Below is a 2-piece molecular cluster, C3H9NO overall, with properties calculated with ωB97M-V with the def2-TZVPD basis set.

Positions of all 14 atoms, in Å:
C  0.51  -0.38  -1.29
O  -2.01  -0.63  1.18
C  0.99  0.05  -0.04
C  -0.09  1.17  -0.45
N  0.81  -0.63  1.20
H  1.07  -0.49  -2.22
H  -0.42  -0.92  -1.22
H  -2.91  -0.92  1.44
H  1.91  0.62  -0.01
H  -0.41  1.42  0.57
H  -1.10  1.03  -0.86
H  0.34  2.01  -0.95
H  -0.14  -0.92  1.39
H  1.46  -1.40  1.26

The total energy is -6782.272 eV. The HOMO energy (alpha / beta) is -14.43 / -14.42 eV. Its spin multiplicity is 2. Its energy above the lowest of the compared OMol25 structures with the same formula, charge and spin is 4.037 eV. As for the LUMO energy (alpha / beta): -5.4 / -6.7 eV. As for the charge: +1. Its expectation value of S² is 0.753.

No. 5
Below is a 2-piece molecular cluster, C3H9NO2 overall, with properties calculated with ωB97M-V with the def2-TZVPD basis set.

Positions of all 15 atoms, in Å:
C  1.76  -0.45  -0.54
C  0.24  -0.31  -0.56
N  -0.40  0.19  0.55
C  0.26  1.12  1.48
O  -0.33  -0.47  -1.70
H  2.24  -0.13  0.39
H  2.23  0.11  -1.37
H  1.94  -1.51  -0.64
H  -1.34  0.02  0.85
H  -0.55  1.51  2.14
H  0.85  0.71  2.30
H  0.73  1.97  0.97
H  -1.90  -0.44  -1.25
H  -2.82  -1.64  -1.35
O  -2.90  -0.67  -1.27

The total energy is -8840.500 eV. The HOMO energy (alpha / beta) is 0.95 / -4.14 eV. Its spin multiplicity is 2. Its energy above the lowest of the compared OMol25 structures with the same formula, charge and spin is 0.917 eV. As for the LUMO energy (alpha / beta): 4.4 / 4.2 eV. As for the charge: -1. Its expectation value of S² is 0.755.

No. 6
Below is a 3-piece molecular cluster, C3H9NO2 overall, with properties calculated with ωB97M-V with the def2-TZVPD basis set.

Positions of all 15 atoms, in Å:
C  -0.74  0.54  -1.55
C  0.64  0.78  -1.08
N  2.62  -1.03  0.00
H  -1.22  1.49  -1.19
H  -0.73  0.45  -2.69
H  -1.16  -0.27  -0.99
H  1.50  0.60  -1.74
H  0.98  1.27  -0.26
H  1.74  -1.44  -0.35
H  2.09  -0.50  0.71
H  2.94  -0.28  -0.60
O  0.05  -0.13  0.69
C  -1.01  0.08  1.31
O  -2.16  -0.30  0.94
H  -1.02  0.90  2.06

The total energy is -8837.401 eV. The HOMO energy is -9.38 eV. Its energy above the lowest of the compared OMol25 structures with the same formula, charge and spin is 5.554 eV. As for the LUMO energy: -2.1 eV. As for the charge: 0.

No. 7
Below is a 2-piece molecular cluster, C3H9NO2 overall, with properties calculated with ωB97M-V with the def2-TZVPD basis set.

Positions of all 15 atoms, in Å:
C  -0.24  -1.69  -0.12
C  -1.38  -1.37  -1.14
N  -1.01  -0.41  -2.14
O  -2.32  -2.11  -1.06
H  0.68  -1.07  -0.18
H  0.13  -2.56  -0.76
H  -0.39  -1.87  0.89
H  -1.54  -0.17  -2.98
H  -0.21  0.20  -2.06
C  1.39  1.68  1.67
O  0.16  2.42  1.85
H  1.37  0.94  0.91
H  1.91  2.48  1.12
H  1.93  1.58  2.71
H  -0.49  1.95  1.31

The total energy is -8840.550 eV. The HOMO energy is -10.14 eV. Its SMILES is CC(N)=O.CO. Its energy above the lowest of the compared OMol25 structures with the same formula, charge and spin is 2.405 eV. As for the LUMO energy: 0.5 eV. As for the charge: 0.

No. 8
Below is a 2-piece molecular cluster, C3H9NO2 overall, with properties calculated with ωB97M-V with the def2-TZVPD basis set.

Positions of all 15 atoms, in Å:
C  0.02  -1.57  -1.02
C  -0.52  -0.24  -1.51
N  0.45  0.54  -2.09
O  -1.68  0.09  -1.49
H  0.57  -2.03  -1.85
H  -0.82  -2.24  -0.83
H  0.60  -1.45  -0.11
H  0.24  1.50  -2.29
H  1.39  0.42  -1.72
C  -0.29  0.69  2.38
O  0.54  0.73  1.23
H  0.22  0.24  3.24
H  -0.62  1.69  2.67
H  -1.17  0.10  2.13
H  1.06  1.53  1.26

The total energy is -8842.069 eV. The HOMO energy is -9.55 eV. Its SMILES is CC(N)=O.CO. Its energy above the lowest of the compared OMol25 structures with the same formula, charge and spin is 0.886 eV. As for the LUMO energy: 0.6 eV. As for the charge: 0.

No. 9
Below is a 2-piece molecular cluster, C3H9NO2 overall, with properties calculated with ωB97M-V with the def2-TZVPD basis set.

Positions of all 15 atoms, in Å:
C  -1.35  0.35  -0.92
N  0.00  0.54  -0.68
C  0.44  0.97  0.60
C  -0.52  2.06  1.04
O  1.56  0.68  1.02
H  -1.92  1.28  -0.88
H  -1.75  -0.55  -0.29
H  -1.52  0.16  -2.03
H  0.44  -0.33  -0.86
H  -0.02  2.75  1.60
H  -0.93  2.46  0.08
H  -1.37  1.81  1.56
O  2.57  -4.00  0.21
H  1.67  -3.57  0.16
H  2.69  -4.61  -0.61

The total energy is -8841.000 eV. The HOMO energy is -9.78 eV. Its SMILES is CNC(C)=O.O. Its energy above the lowest of the compared OMol25 structures with the same formula, charge and spin is 1.956 eV. As for the LUMO energy: 0.5 eV. As for the charge: 0.

No. 10
Below is a single C3H9NO2 molecule, with properties calculated with ωB97M-V with the def2-TZVPD basis set.

Positions of all 15 atoms, in Å:
C  -1.97  0.21  0.26
C  -0.47  0.45  0.12
O  -0.25  1.28  -1.02
C  0.29  -0.88  -0.04
N  1.71  -0.74  -0.43
O  2.32  0.15  0.55
H  -2.37  -0.31  -0.61
H  -2.19  -0.38  1.16
H  -2.50  1.17  0.32
H  -0.12  0.99  1.01
H  0.67  1.59  -0.93
H  0.23  -1.47  0.88
H  -0.18  -1.48  -0.83
H  1.75  -0.20  -1.30
H  3.08  -0.38  0.85

The total energy is -8840.348 eV. The HOMO energy is -9.56 eV. Its SMILES is C[C@H](O)CNO. Its energy above the lowest of the compared OMol25 structures with the same formula, charge and spin is 2.607 eV. As for the LUMO energy: 0.9 eV. As for the charge: 0.

No. 11
Below is a 4-piece molecular cluster, C3H9NO2 overall, with properties calculated with ωB97M-V with the def2-TZVPD basis set.

Positions of all 15 atoms, in Å:
C  -0.34  1.43  0.07
C  0.50  0.11  -0.10
C  2.73  -1.02  -0.08
H  -5.02  -1.57  0.68
H  -4.00  0.07  -0.51
H  0.32  2.38  0.48
H  -1.11  0.70  0.83
H  -0.89  1.68  -0.98
H  2.48  1.02  0.05
H  1.95  -1.75  0.18
H  3.57  -1.24  -0.73
H  3.26  -0.70  0.92
N  1.92  0.23  -0.48
O  -5.19  -0.43  -0.24
O  -0.17  -0.93  -0.08

The total energy is -8835.599 eV. The HOMO energy is -10.05 eV. Its energy above the lowest of the compared OMol25 structures with the same formula, charge and spin is 7.356 eV. As for the LUMO energy: -0.3 eV. As for the charge: 0.

No. 12
Below is a 2-piece molecular cluster, C3H9NO2 overall, with properties calculated with ωB97M-V with the def2-TZVPD basis set.

Positions of all 15 atoms, in Å:
N  0.42  0.30  2.46
C  -0.11  -0.12  1.18
C  0.97  -0.15  0.04
C  0.48  -0.82  -1.22
O  0.65  -0.31  -2.29
H  0.88  1.19  2.35
H  0.98  -0.33  3.00
H  -0.53  -1.13  1.21
H  -0.86  0.63  0.93
H  1.77  -0.68  0.55
H  1.32  0.84  -0.23
H  0.01  -1.82  -1.21
O  -1.93  0.52  -1.92
H  -2.28  1.44  -1.95
H  -1.76  0.44  -2.89

The total energy is -8841.182 eV. The HOMO energy is -8.96 eV. Its SMILES is NCCC=O.O. Its energy above the lowest of the compared OMol25 structures with the same formula, charge and spin is 1.773 eV. As for the LUMO energy: 0.9 eV. As for the charge: 0.

No. 13
Below is C3H9NO2 as an isolated structure, with properties calculated with ωB97M-V with the def2-TZVPD basis set.

Positions of all 15 atoms, in Å:
C  -0.83  -0.50  0.79
C  -1.16  -1.42  -0.37
H  -2.19  -1.79  -0.34
H  -0.51  -2.30  -0.38
H  -1.05  -0.91  -1.33
H  -1.01  -1.00  1.75
H  -1.48  0.37  0.80
H  0.50  -0.34  1.08
C  1.21  0.81  -0.11
N  0.79  2.09  -0.08
O  1.38  0.35  -1.36
O  1.73  0.23  0.92
H  1.72  -0.55  -1.30
H  0.55  2.47  0.82
H  0.34  2.48  -0.89

The total energy is -8840.471 eV. The HOMO energy is -8.31 eV. Its energy above the lowest of the compared OMol25 structures with the same formula, charge and spin is 2.484 eV. As for the LUMO energy: 0.6 eV. As for the charge: 0.

No. 14
Below is a 2-piece molecular cluster, C3H9NO2 overall, with properties calculated with ωB97M-V with the def2-TZVPD basis set.

Positions of all 15 atoms, in Å:
C  -0.26  0.49  -1.01
N  -0.39  0.50  0.43
C  -0.45  1.80  1.04
C  -0.39  -0.65  1.09
O  -0.16  -1.74  0.57
H  -0.66  -0.43  -1.43
H  0.77  0.54  -1.28
H  -0.70  1.35  -1.50
H  -0.83  2.47  0.30
H  0.55  2.14  1.27
H  -1.15  1.87  1.87
H  -0.42  -0.65  2.19
O  1.52  -2.33  -1.45
H  1.65  -3.27  -1.39
H  0.92  -2.10  -0.71

The total energy is -8841.929 eV. The HOMO energy is -9.74 eV. Its SMILES is CN(C)C=O.O. Its energy above the lowest of the compared OMol25 structures with the same formula, charge and spin is 1.026 eV. As for the LUMO energy: 0.7 eV. As for the charge: 0.

No. 15
Below is a 2-piece molecular cluster, C3H9NO2 overall, with properties calculated with ωB97M-V with the def2-TZVPD basis set.

Positions of all 15 atoms, in Å:
C  -0.33  0.28  -0.93
O  -1.51  -0.16  -0.76
C  0.60  0.02  0.27
C  1.63  1.31  -0.01
O  2.10  1.17  -1.17
N  -0.02  -0.03  1.49
H  0.29  -0.26  -1.73
H  -0.37  1.35  -1.19
H  -1.01  -0.19  1.40
H  1.23  -0.85  0.11
H  2.33  1.14  0.84
H  1.05  2.22  0.18
H  -3.19  -2.97  -0.12
H  -3.12  -2.32  -0.49
H  0.35  -0.71  2.13

The total energy is -8835.374 eV. The HOMO energy is -9.17 eV. Its energy above the lowest of the compared OMol25 structures with the same formula, charge and spin is 7.581 eV. As for the LUMO energy: -3.0 eV. As for the charge: 0.

No. 16
Below is a 2-piece molecular cluster, C3H9NO2 overall, with properties calculated with ωB97M-V with the def2-TZVPD basis set.

Positions of all 15 atoms, in Å:
O  1.58  0.49  1.63
C  1.95  -0.40  0.91
O  1.15  -1.13  0.13
H  3.01  -0.66  0.75
H  0.22  -0.79  0.28
C  -0.77  1.00  -1.73
C  -1.85  0.22  -1.01
N  -1.42  -0.13  0.35
H  -1.13  1.41  -2.67
H  -0.43  1.83  -1.11
H  0.10  0.39  -1.94
H  -2.79  0.78  -1.02
H  -2.06  -0.72  -1.54
H  -2.19  -0.50  0.90
H  -1.12  0.71  0.83

The total energy is -8842.443 eV. The HOMO energy is -10.08 eV. Its SMILES is O=CO.CCN. Its energy above the lowest of the compared OMol25 structures with the same formula, charge and spin is 0.512 eV. As for the LUMO energy: 0.9 eV. As for the charge: 0.